C61H45BrN7O3Ti as an isolated structure at a distorted geometry, computed with the ωB97M-V functional and the def2-TZVPD basis.

Each line ends with the Mulliken charge.
CARTESIAN COORDINATES (ANGSTROEM)
Ti: 0.63510 -1.56350 0.03840  -0.86
C: -5.90590 -3.94910 -2.94640  -0.43
C: -5.50460 -2.63240 -2.79650  -0.85
C: -4.27220 -2.33930 -2.23540  0.02
C: -3.42260 -3.36370 -1.83030  -1.03
C: -3.83610 -4.68450 -1.97470  0.10
C: -5.07340 -4.97180 -2.52320  -0.91
C: -2.12390 -3.05960 -1.17820  1.35
C: -0.91960 -3.17730 -1.87880  0.03
C: -0.78010 -3.87240 -3.12500  -1.28
C: 0.51070 -4.29570 -3.19710  -1.47
C: 1.18620 -3.78470 -2.04170  0.49
N: 0.31310 -3.05280 -1.28590  1.13
C: 2.50840 -4.02430 -1.63830  0.62
C: 3.13520 -3.21340 -0.68580  0.64
C: 4.55860 -3.19840 -0.49720  -1.54
C: 4.83760 -2.15400 0.32060  -1.74
C: 3.58340 -1.56990 0.69000  0.29
C: 3.45930 -0.58090 1.67020  0.33
C: 4.68550 -0.17770 2.41770  -1.03
C: 5.39360 0.99200 2.18600  -0.11
C: 6.54600 1.26030 2.90780  -0.82
C: 6.99710 0.37480 3.86890  -0.48
C: 6.27770 -0.77990 4.13140  -0.94
C: 5.13090 -1.05250 3.40930  0.32
C: 2.21870 -0.31290 2.25410  0.66
N: 1.07950 -1.00280 1.92850  0.98
C: 0.33230 -1.04090 3.07180  0.53
C: -0.74400 -1.90480 3.29510  1.25
C: -0.96230 -2.40160 4.67630  -1.38
C: -0.07210 -3.42150 5.01510  -0.04
C: -0.16510 -4.05640 6.23580  -0.98
C: -1.14540 -3.67330 7.13670  -0.45
C: -2.02100 -2.65100 6.81280  -1.00
C: -1.93960 -2.01760 5.58070  0.50
C: -1.42850 -2.51310 2.24200  0.03
C: -2.74720 -3.07950 2.35690  -1.60
C: -3.20060 -3.24700 1.08840  -1.23
C: -2.12330 -2.88290 0.21070  -0.16
N: -1.05610 -2.45210 0.93560  1.65
C: 0.93600 -0.22510 4.08490  -1.60
C: 2.08740 0.26520 3.56150  -1.52
N: 2.55330 -2.21880 0.05540  1.52
C: 3.25680 -5.20440 -2.11580  -0.27
C: 3.55230 -5.45350 -3.45140  -0.30
C: 4.23010 -6.60630 -3.81450  -0.86
C: 4.61750 -7.52950 -2.85590  -0.42
C: 4.33550 -7.28350 -1.52060  -0.90
C: 3.66860 -6.13000 -1.15280  -0.09
H: -6.86280 -4.17940 -3.39170  0.40
H: -6.16640 -1.83980 -3.11460  0.41
H: -3.97230 -1.30830 -2.10290  0.30
H: -3.18360 -5.47640 -1.63590  0.52
H: -5.39400 -5.99750 -2.61720  0.41
H: -1.58080 -4.08750 -3.80650  0.75
H: 0.94610 -4.89440 -3.97270  0.60
H: 5.24600 -3.87220 -0.96990  0.63
H: 5.79270 -1.81200 0.67090  0.62
H: 5.04990 1.68840 1.43750  0.49
H: 7.10190 2.16450 2.71800  0.42
H: 7.91100 0.57120 4.40670  0.42
H: 6.61490 -1.46890 4.89210  0.40
H: 4.56190 -1.95010 3.60710  0.48
H: 0.67110 -3.73130 4.29170  0.45
H: 0.51000 -4.86580 6.46640  0.43
H: -1.23440 -4.18290 8.08360  0.42
H: -2.79220 -2.35800 7.50900  0.45
H: -2.64440 -1.24010 5.32130  0.48
H: -3.27410 -3.25180 3.27620  0.62
H: -4.15280 -3.61020 0.75770  0.65
H: 0.52900 -0.05660 5.06300  0.78
H: 2.83000 0.87850 4.03070  0.75
H: 3.28720 -4.72800 -4.20690  0.55
H: 4.45260 -6.78360 -4.85710  0.39
H: 5.13410 -8.43470 -3.14410  0.40
H: 4.63350 -7.99340 -0.76260  0.41
H: 3.44750 -5.94340 -0.11120  0.47
C: -2.84160 0.31170 2.02720  -0.76
O: -1.63020 0.87860 1.57560  0.77
C: -1.49920 2.21710 1.78840  -0.13
C: -2.23220 2.91970 2.73270  -0.52
C: -2.11020 4.29910 2.82400  -0.59
Br: -3.15010 5.22580 4.11430  -0.21
C: -1.26630 4.99780 1.99370  -0.85
C: -0.49820 4.29490 1.06090  1.09
C: -0.61510 2.90890 0.94540  -0.34
O: 0.05880 2.18740 -0.00820  -0.01
C: 0.34050 5.08010 0.17150  0.13
N: 0.04980 6.29890 -0.17190  -0.73
C: 1.03940 6.71180 -1.01880  0.56
C: 1.23290 7.95410 -1.61100  -0.81
C: 2.35690 8.10960 -2.39140  -0.49
C: 3.24760 7.05500 -2.60800  -0.52
C: 3.06820 5.81180 -2.03260  -0.91
C: 1.96710 5.66260 -1.20830  0.50
N: 1.48910 4.61070 -0.45160  0.01
H: -2.82170 0.11760 3.10520  0.23
H: -2.95300 -0.62710 1.49330  -0.24
H: -3.69170 0.95880 1.78720  0.68
H: -2.91040 2.40350 3.38990  0.58
H: -1.19810 6.07330 2.02360  0.62
H: 0.42980 2.80760 -0.65600  0.32
H: 0.52890 8.75080 -1.43380  0.46
H: 2.55950 9.06940 -2.83990  0.40
H: 4.10800 7.22020 -3.23610  0.39
H: 3.75680 4.99980 -2.21180  0.41
H: 2.06060 3.85040 -0.11900  0.15
N: -2.04270 0.67870 -2.26260  -0.20
C: -0.96000 0.12590 -1.70410  0.35
O: -1.01060 -0.45670 -0.61890  0.03
C: 0.34550 0.17850 -2.44920  -1.61
C: 1.44230 -0.23200 -1.45850  -0.42
H: -2.93710 0.64810 -1.79360  0.31
H: -1.99990 1.10510 -3.17330  0.21
H: 0.48380 1.17830 -2.88350  0.56
H: 0.28030 -0.54230 -3.27710  0.36
H: 1.79930 0.66030 -0.91520  0.15
H: 2.29650 -0.61490 -2.03100  0.77

Results
- orbital gap (eV) = 5.81
- LUMO energy (Eh) = -0.1401
- energy relative to the best compared isomer or geometry (same formula, charge and spin) (eV) = 0.299
- charge = +1
- 2S+1 = 1